Entry 1:
DFT (ωB97M-V/def2-TZVPD) results for a structure of composition C33H33BrClN2O2PdSb in a non-equilibrium geometry.

Output
energy relative to the best compared isomer or geometry (same formula, charge and spin): 72.10 kJ/mol
E_HOMO (alpha / beta): -5.979 / -7.790 eV
spin multiplicity: 3

Each line ends with the Mulliken spin population.
Cartesian coordinates (Å):
Pd  0.739550  -0.766542  -0.421666  1.20
C  4.919950  -0.269842  -1.303466  0.02
C  5.534550  -0.549342  -0.091766  -0.02
C  4.787850  -0.817042  1.040534  0.02
C  3.390550  -0.806542  0.976234  -0.01
C  2.789750  -0.574342  -0.268266  0.46
C  3.530550  -0.302642  -1.396766  -0.15
C  2.468450  -0.940742  2.098034  0.03
C  2.791350  -0.592542  3.420534  0.00
C  1.796350  -0.469142  4.354934  0.00
C  0.455350  -0.706442  3.982434  0.00
C  -0.634750  -0.494642  4.843334  0.00
C  -1.918650  -0.715642  4.411734  0.00
C  -2.157750  -1.189742  3.116934  0.00
C  -1.113850  -1.421042  2.256134  -0.01
C  0.209750  -1.151742  2.655634  0.01
N  1.216350  -1.284742  1.762434  0.08
H  5.515350  -0.042742  -2.176366  0.00
H  6.613050  -0.560042  -0.031366  0.00
H  5.282250  -1.051542  1.971834  0.00
H  3.028350  -0.105642  -2.345266  0.02
H  3.815450  -0.366942  3.676834  0.00
H  2.007950  -0.137442  5.361834  0.00
H  -0.439950  -0.138942  5.844834  0.00
H  -2.751950  -0.522642  5.072134  0.00
H  -3.173850  -1.368642  2.797034  0.00
H  -1.281450  -1.799642  1.248634  0.00
Br  0.144150  2.961358  2.552934  0.00
C  0.552350  3.988658  1.007834  0.00
C  0.568150  5.366458  1.151034  0.00
C  0.837250  6.166758  0.056734  0.00
C  1.102650  5.599558  -1.179866  0.00
C  1.090450  4.227458  -1.315466  0.00
C  0.810250  3.405558  -0.227966  0.04
C  0.742750  1.930658  -0.460866  -0.04
O  0.581050  1.195458  0.545534  0.10
O  0.808050  1.491058  -1.627766  0.04
H  0.361750  5.801958  2.115534  0.00
H  0.835050  7.238758  0.174134  0.00
H  1.308850  6.227658  -2.032066  0.00
H  1.290350  3.750558  -2.262166  0.00
Cl  3.654450  -5.529942  -0.491166  0.00
C  2.140850  -4.746242  -0.760266  -0.01
C  0.956350  -5.480142  -0.692866  0.02
C  -0.217450  -4.780742  -0.959566  -0.01
C  -0.166350  -3.437742  -1.251866  0.03
N  0.981050  -2.722742  -1.309666  0.04
C  2.124750  -3.406242  -1.079966  0.02
H  0.964550  -6.533442  -0.465266  0.00
H  -1.168050  -5.292242  -0.958966  0.00
H  -1.078050  -2.905042  -1.509466  0.01
H  3.053950  -2.858842  -1.171266  0.02
C  -3.864050  -2.333042  -1.237766  0.00
C  -3.724850  -0.870742  -0.867866  0.01
Sb  -1.735950  -0.027342  -1.236366  0.04
C  -2.270750  2.036758  -0.711566  0.00
C  -3.730550  2.447658  -0.776366  0.00
C  -1.878250  0.098558  -3.420766  0.01
C  -3.196250  0.626558  -3.953866  0.00
H  -4.895650  -2.656442  -1.105566  0.00
H  -3.236650  -2.966742  -0.613066  0.00
H  -3.598250  -2.499442  -2.280366  0.00
H  -3.946150  -0.727642  0.188934  0.00
H  -4.424450  -0.274542  -1.444666  0.00
H  -1.674850  2.664958  -1.375266  0.00
H  -1.905450  2.174558  0.305134  0.00
H  -4.117850  2.402858  -1.789266  0.00
H  -3.822150  3.476558  -0.428166  0.00
H  -4.347750  1.823858  -0.137266  0.00
H  -1.695550  -0.910842  -3.795866  0.00
H  -1.047050  0.728158  -3.740166  0.00
H  -4.032250  0.051858  -3.561066  0.00
H  -3.223050  0.553058  -5.041266  0.00
H  -3.331950  1.669758  -3.681866  0.00

Cartesian forces, eV/Å:
Pd 0.160 0.595 0.606
C -0.259 -0.044 -0.153
C 0.279 -0.030 0.018
C -0.420 -0.030 0.341
C 0.551 0.103 -1.041
C -0.017 -0.004 0.198
C 0.576 0.114 -0.111
C -1.167 -0.391 -0.230
C -0.162 0.071 0.650
C 0.196 -0.022 -0.459
C 0.033 -0.156 -0.421
C -0.395 -0.021 0.017
C 0.276 0.212 0.488
C 0.285 -0.161 -0.467
C -0.418 -0.143 -0.032
C 0.160 0.016 0.586
N 0.610 0.292 -0.142
H 0.119 0.018 -0.057
H 0.089 0.004 0.025
H 0.166 0.028 0.133
H 0.147 -0.005 0.177
H 0.058 0.056 -0.023
H 0.088 -0.010 0.073
H -0.025 0.037 0.111
H -0.027 -0.006 0.054
H -0.076 -0.050 -0.055
H 0.030 0.098 0.235
Br -0.108 0.530 0.445
C 0.032 -0.130 0.011
C -0.031 -0.009 0.064
C 0.003 0.039 -0.002
C 0.004 0.073 -0.008
C -0.008 -0.010 0.096
C -0.033 0.020 0.046
C 0.137 0.136 -0.117
O 0.077 -0.287 -0.028
O -0.015 0.096 -0.392
H -0.023 0.048 0.092
H 0.015 0.150 0.015
H 0.047 0.077 -0.096
H -0.010 -0.053 -0.085
Cl 0.142 -0.028 0.036
C -0.440 -0.563 -0.088
C 0.081 0.866 -0.127
C 0.262 -0.633 0.118
C 0.412 0.494 -0.451
N -0.207 -1.907 0.117
C -0.431 0.529 -0.259
H 0.002 -0.086 0.053
H -0.089 -0.005 0.031
H 0.185 -0.007 0.153
H -0.073 0.060 0.122
C -0.052 0.013 -0.014
C 0.475 0.198 -0.060
Sb -1.259 0.590 -0.604
C 0.229 -0.402 -0.097
C 0.128 -0.102 -0.018
C 0.038 -0.112 0.501
C 0.093 -0.076 -0.011
H -0.074 -0.158 -0.015
H 0.081 -0.115 0.030
H 0.048 -0.126 -0.130
H -0.020 0.133 0.082
H -0.151 0.165 0.035
H 0.088 -0.056 0.056
H 0.172 -0.003 0.008
H -0.165 -0.030 -0.085
H -0.090 0.074 0.016
H -0.180 -0.058 0.058
H 0.098 -0.008 0.011
H 0.091 -0.072 0.111
H -0.175 0.028 -0.041
H -0.069 0.051 -0.083
H -0.099 0.096 -0.014

=====

Entry 2:
DFT (ωB97M-V/def2-TZVPD) results for a structure of composition C6H20N3OV in a non-equilibrium geometry.

Output
energy relative to the best compared isomer or geometry (same formula, charge and spin): 0.00 kJ/mol
E_HOMO (alpha / beta): -11.537 / -11.039 eV
charge: +1
spin multiplicity: 2

Each line ends with the Mulliken spin population.
Cartesian coordinates (Å):
C  0.109584  -2.918300  -0.778541  -0.04
V  -1.073780  -1.287785  -1.492066  1.06
N  -2.711538  0.057645  -1.982780  0.00
H  -1.867336  -2.687795  -2.512411  -0.01
H  -3.416944  0.183836  -1.249670  0.00
H  -1.231882  -2.505958  -2.931699  -0.02
H  -0.394816  -3.689662  -1.377681  0.00
H  -0.107550  -3.013896  0.297230  -0.01
H  1.186965  -2.839630  -0.977613  0.01
H  -2.373456  1.000471  -2.203818  0.00
H  -3.203349  -0.274079  -2.816111  0.00
C  -1.189796  0.811948  2.600965  0.00
N  0.051571  1.066429  1.897767  0.00
C  1.030586  1.898219  2.552877  0.00
C  0.099768  0.580241  0.627535  -0.01
O  -0.976614  0.072647  0.195214  -0.01
N  1.191540  0.632054  -0.183410  0.00
C  2.557432  0.905161  0.204945  0.00
C  1.057834  0.175426  -1.567050  0.02
H  -1.111469  1.268148  3.580673  0.00
H  -1.358225  -0.267933  2.718952  0.00
H  -2.063199  1.237627  2.079906  0.00
H  1.851242  1.331657  3.010694  0.00
H  1.431331  2.673404  1.889981  0.00
H  0.510115  2.400729  3.374666  0.00
H  3.227476  0.184744  -0.280156  0.00
H  2.879582  1.903504  -0.122840  0.00
H  2.684923  0.810592  1.281417  0.00
H  1.537754  -0.804172  -1.706413  0.00
H  0.026870  0.202840  -1.978223  -0.01
H  1.645384  0.891889  -2.152342  0.00

Cartesian forces, eV/Å:
C -0.684 1.286 -0.442
V 0.134 -1.076 2.107
N -0.582 0.534 -0.582
H -0.195 0.303 0.040
H 0.295 -0.136 -0.185
H 0.274 0.308 -0.536
H 0.664 -0.374 0.584
H 0.152 -0.236 -0.290
H -0.314 -0.401 0.162
H -0.198 -0.311 0.121
H -0.061 0.217 0.171
C -0.744 -0.343 0.197
N 0.209 -0.457 -1.271
C 0.320 0.602 0.527
C 0.034 0.232 0.543
O 0.233 -0.662 -1.030
N -1.094 -0.276 0.166
C 0.628 0.147 0.064
C 0.983 0.182 -0.017
H -0.074 -0.069 0.087
H 0.009 0.339 0.001
H 0.397 -0.114 0.175
H -0.163 0.092 -0.132
H -0.061 -0.229 0.122
H 0.238 0.045 -0.258
H -0.208 0.010 0.148
H -0.116 -0.154 0.148
H 0.064 -0.033 -0.330
H -0.334 0.153 0.040
H 0.546 0.582 -0.025
H -0.353 -0.161 -0.305

=====

Entry 3:
DFT (ωB97M-V/def2-TZVPD) results for a cluster of 2 separate species, C2H3N2S in total in a non-equilibrium geometry.

Output
energy relative to the best compared isomer or geometry (same formula, charge and spin): 260.94 kJ/mol
E_HOMO (alpha / beta): -14.766 / -14.767 eV
charge: +1

Each line ends with the natural charge from an NBO analysis.
Cartesian coordinates (Å):
C  0.885241  -0.257494  0.910986  -0.50
C  0.112889  0.398034  0.134362  0.38
N  -0.701280  -1.413733  -1.361499  -0.41
N  -0.583635  1.314580  -0.189776  -0.66
S  -1.271071  -0.218858  -1.941291  1.10
H  0.877452  -1.377565  1.007525  0.31
H  1.924086  -0.382847  1.035687  0.31
H  -1.243682  1.937883  0.404007  0.47

Cartesian forces, eV/Å:
C 1.207 -4.723 -0.179
C 1.568 1.791 3.653
N -0.627 0.917 -1.081
N -3.667 1.800 -1.546
S 0.083 -0.971 0.070
H -2.097 0.545 0.395
H 1.805 2.103 -0.206
H 1.727 -1.463 -1.107